(1)
This record from the OMol25 dataset describes the molecule C14H13BrN2O2. The level of theory is ωB97M-V/def2-TZVPD.

The geometry in XYZ format:
```
32
Properties=species:S:1:pos:R:3:lowdin_charge:R:1
N 3.84 -1.14 -3.79 0.035
N 2.49 -1.17 -3.38 -0.022
C 2.05 -0.38 -2.37 -0.453
O 2.82 0.28 -1.70 0.058
C 0.58 -0.39 -2.14 -0.126
C -0.24 -1.48 -2.44 -0.029
C -1.59 -1.42 -2.15 -0.069
C -2.14 -0.29 -1.56 -0.044
C -1.33 0.80 -1.26 -0.196
C -1.88 1.96 -0.47 -0.130
O -1.78 1.67 0.92 -0.091
C -0.50 1.50 1.40 -0.347
C 0.45 2.51 1.39 -0.016
C 1.71 2.29 1.90 -0.072
C 2.04 1.05 2.44 -0.081
C 1.11 0.03 2.46 -0.116
C -0.15 0.26 1.94 -0.583
Br -1.45 -1.12 1.92 0.802
C 0.02 0.74 -1.55 0.035
H 4.24 -0.29 -3.38 0.079
H 4.34 -1.93 -3.38 0.085
H 1.85 -1.56 -4.07 0.131
H 0.18 -2.38 -2.86 0.109
H -2.22 -2.27 -2.37 0.106
H -3.19 -0.27 -1.32 0.119
H -2.95 2.09 -0.64 0.133
H -1.35 2.88 -0.71 0.125
H 0.19 3.48 0.98 0.121
H 2.44 3.08 1.89 0.106
H 3.03 0.88 2.83 0.104
H 1.35 -0.93 2.87 0.101
H 0.68 1.56 -1.30 0.126
```

energy above the lowest of the compared OMol25 structures with the same formula, charge and spin: 0.369 eV
2S+1: 1
HOMO level: -8.745 eV
electronic energy: -91846.1780 eV
frontier orbital gap: 9.4 eV

=====

(2)
This record from the OMol25 dataset describes a structure of composition C25H22CoF9N7O2STe4 at a distorted geometry. The level of theory is ωB97M-V/def2-TZVPD.

The geometry in XYZ format:
```
71
Properties=species:S:1:pos:R:3:lowdin_charge:R:1
Co 0.01 0.90 -0.14 -0.566
C -1.55 -0.19 3.61 -0.047
C -0.69 0.21 2.45 -0.299
N -1.22 0.58 1.30 -0.061
N -2.57 0.54 1.14 -0.002
C -2.96 0.91 -0.03 -0.809
N -4.31 0.95 -0.34 0.052
S -1.85 1.49 -1.21 0.583
C 0.72 0.20 2.47 -0.222
C 1.49 -0.07 3.61 -0.039
C 2.85 -0.09 3.54 -0.080
C 3.46 0.16 2.29 -0.063
C 2.66 0.45 1.21 -0.167
N 1.33 0.49 1.26 0.006
H -2.55 -0.42 3.25 0.057
H -1.63 0.63 4.33 0.078
H -1.14 -1.06 4.12 0.058
H -4.87 0.37 0.26 0.079
H -4.52 0.84 -1.33 0.066
H 0.97 -0.22 4.55 0.086
H 3.46 -0.29 4.41 0.083
H 4.53 0.16 2.18 0.095
H 3.12 0.69 0.25 0.047
Te 1.09 2.56 -1.32 0.204
Te 2.63 4.72 -2.14 -0.384
Te 3.05 -0.50 -2.66 0.013
Te 0.49 0.05 -2.32 0.672
C 4.32 -1.91 6.77 -0.065
C 3.50 -2.95 6.07 -0.289
C 2.19 -2.69 5.69 -0.048
C 1.42 -3.64 5.04 -0.002
C 1.95 -4.90 4.76 -0.253
N 1.20 -5.93 4.19 0.113
C -0.04 -5.86 3.58 -0.533
O -0.87 -6.74 3.75 0.043
N -0.30 -4.76 2.79 0.134
C 0.59 -4.06 1.97 -0.224
C 1.87 -4.54 1.67 -0.019
C 2.67 -3.80 0.82 -0.043
C 2.17 -2.62 0.29 -0.158
N 0.94 -2.18 0.55 0.104
C 0.18 -2.88 1.36 -0.081
C 3.26 -5.17 5.16 -0.030
C 4.02 -4.21 5.79 -0.053
H 3.73 -1.03 6.98 0.072
H 5.16 -1.62 6.14 0.080
H 4.72 -2.30 7.70 0.073
H 1.75 -1.74 5.93 0.098
H 0.41 -3.41 4.76 0.110
H 1.41 -6.85 4.55 0.149
H -1.27 -4.68 2.54 0.157
H 2.22 -5.48 2.07 0.103
H 3.66 -4.14 0.55 0.101
H 2.77 -2.01 -0.38 -0.025
H -0.82 -2.50 1.53 0.121
H 3.68 -6.16 4.97 0.107
H 5.04 -4.44 6.09 0.109
F -0.65 -1.45 -4.49 0.082
C -0.62 -2.54 -3.72 -0.620
F -1.06 -3.55 -4.49 0.147
F 0.65 -2.79 -3.45 0.091
C -1.45 -2.37 -2.44 -0.447
O -0.86 -1.59 -1.59 -0.339
C -1.65 -3.78 -1.84 -0.545
F -0.49 -4.44 -1.76 0.167
F -2.49 -4.56 -2.54 0.141
F -2.14 -3.72 -0.60 0.160
C -2.83 -1.85 -2.87 -0.555
F -3.72 -1.88 -1.87 0.158
F -2.78 -0.59 -3.30 0.126
F -3.37 -2.56 -3.88 0.141
```

energy above the lowest of the compared OMol25 structures with the same formula, charge and spin: 1.011 eV
net charge: -2
2S+1: 2
HOMO level (alpha / beta): -0.725 / -0.644 eV
electronic energy: -142902.4615 eV
frontier orbital gap (alpha / beta): 4.3 / 4.2 eV

=====

(3)
This record from the OMol25 dataset describes a cluster of 9 separate species, C28H52BrN2O24 in total at a distorted geometry. The level of theory is ωB97M-V/def2-TZVPD.

The geometry in XYZ format:
```
107
Properties=species:S:1:pos:R:3:lowdin_charge:R:1
Br -5.29 5.91 -0.67 0.950
N -3.83 4.71 -0.68 -0.592
C -4.01 3.29 -1.09 0.003
C -2.93 2.06 -1.16 0.088
C -1.42 2.59 -0.66 0.116
C -1.50 4.18 -0.30 0.024
N -2.61 5.16 -0.31 -0.005
H -5.12 2.99 -1.41 0.148
H -3.14 0.96 -1.51 0.134
H -0.49 1.89 -0.59 0.129
H -0.45 4.64 0.06 0.154
C 2.46 1.57 -3.60 -0.046
O 2.06 0.87 -2.43 -0.043
C 2.86 -0.17 -2.09 -0.576
O 3.86 -0.53 -2.70 0.123
O 2.36 -0.75 -0.97 -0.037
C 3.11 -1.86 -0.50 -0.029
H 1.75 2.38 -3.78 0.091
H 3.46 2.01 -3.46 0.104
H 2.45 0.91 -4.47 0.103
H 4.13 -1.56 -0.23 0.107
H 3.13 -2.66 -1.24 0.086
H 2.62 -2.24 0.41 0.102
C -1.22 7.27 1.66 -0.056
O -0.94 6.38 2.74 -0.022
C -0.09 6.88 3.67 -0.554
O 0.42 7.99 3.66 0.113
O 0.09 5.93 4.63 -0.011
C 0.96 6.32 5.68 -0.045
H -1.91 6.77 0.98 0.048
H -1.71 8.18 2.03 0.090
H -0.31 7.52 1.11 0.108
H 0.56 7.19 6.21 0.102
H 1.97 6.53 5.29 0.102
H 1.04 5.49 6.39 0.097
C 3.59 1.92 0.77 -0.043
O 3.88 1.02 1.85 -0.010
C 4.72 1.52 2.78 -0.557
O 5.23 2.63 2.77 0.113
O 4.90 0.57 3.74 -0.010
C 5.78 0.97 4.79 -0.048
H 2.91 1.41 0.09 0.067
H 3.10 2.82 1.15 0.097
H 4.51 2.16 0.23 0.109
H 5.38 1.83 5.32 0.099
H 6.78 1.18 4.41 0.101
H 5.85 0.13 5.50 0.097
C -3.17 5.89 -2.98 -0.122
O -2.13 5.77 -3.95 0.000
C -2.33 6.50 -5.08 -0.554
O -3.29 7.21 -5.31 0.119
O -1.28 6.29 -5.91 -0.009
C -1.35 6.99 -7.14 -0.044
H -2.90 5.27 -2.12 0.005
H -3.25 6.93 -2.64 0.099
H -4.12 5.53 -3.38 0.093
H -1.37 8.07 -6.97 0.102
H -2.23 6.68 -7.71 0.102
H -0.46 6.75 -7.73 0.098
C -2.99 12.01 -2.09 -0.051
O -2.71 11.12 -1.01 -0.022
C -1.86 11.62 -0.08 -0.560
O -1.35 12.73 -0.09 0.119
O -1.68 10.67 0.88 -0.030
C -0.81 11.06 1.93 -0.042
H -3.68 11.51 -2.77 0.093
H -3.48 12.92 -1.71 0.102
H -2.08 12.26 -2.63 0.101
H -1.21 11.93 2.47 0.104
H 0.20 11.28 1.55 0.106
H -0.73 10.23 2.64 0.073
C 3.78 -4.76 -3.64 -0.046
O 3.67 -5.31 -2.33 -0.025
C 3.80 -6.66 -2.28 -0.563
O 4.01 -7.40 -3.23 0.119
O 3.67 -7.05 -0.99 -0.028
C 3.80 -8.45 -0.78 -0.049
H 3.65 -3.68 -3.57 0.081
H 4.77 -4.96 -4.06 0.104
H 3.00 -5.16 -4.30 0.101
H 4.79 -8.80 -1.08 0.102
H 3.01 -8.99 -1.32 0.097
H 3.68 -8.65 0.29 0.097
C -0.02 -6.92 -0.94 -0.042
O -0.84 -7.78 -0.15 -0.009
C -0.96 -9.04 -0.64 -0.559
O -0.45 -9.46 -1.66 0.111
O -1.76 -9.74 0.20 -0.013
C -1.98 -11.09 -0.19 -0.045
H 0.01 -5.94 -0.46 0.096
H 1.00 -7.31 -1.00 0.081
H -0.45 -6.80 -1.95 0.102
H -1.04 -11.65 -0.22 0.103
H -2.49 -11.14 -1.16 0.101
H -2.63 -11.56 0.56 0.085
C -2.61 -11.71 4.08 -0.050
O -3.43 -12.57 4.87 -0.009
C -3.56 -13.83 4.38 -0.559
O -3.04 -14.25 3.36 0.105
O -4.35 -14.53 5.23 -0.010
C -4.57 -15.88 4.83 -0.051
H -2.58 -10.73 4.56 0.096
H -1.59 -12.10 4.02 0.101
H -3.04 -11.59 3.08 0.085
H -3.63 -16.44 4.81 0.099
H -5.08 -15.93 3.86 0.099
H -5.22 -16.35 5.58 0.095
```

net charge: +1
2S+1: 1
HOMO level: -11.914 eV
electronic energy: -152026.3425 eV
frontier orbital gap: 5.9 eV

=====

(4)
This record from the OMol25 dataset describes a structure of composition C5H6N at a distorted geometry. The level of theory is ωB97M-V/def2-TZVPD.

The geometry in XYZ format:
```
12
Properties=species:S:1:pos:R:3:lowdin_charge:R:1
C 1.65 1.11 -0.18 -0.054
C 0.93 0.06 -1.04 0.014
C 1.04 0.33 0.92 -0.029
C -0.02 -0.07 0.04 -0.082
C -1.43 -0.45 0.12 0.047
N 2.05 -0.16 -0.07 0.185
H 2.00 2.01 -0.22 0.131
H 1.08 -0.04 -2.10 0.170
H 1.26 0.48 1.99 0.185
H -2.04 0.09 -0.64 0.131
H -1.73 -0.15 1.15 0.116
H -1.14 -1.59 0.16 0.186
```

energy above the lowest of the compared OMol25 structures with the same formula, charge and spin: 5.206 eV
net charge: +1
2S+1: 1
HOMO level: -16.809 eV
electronic energy: -6759.9718 eV
frontier orbital gap: 11.4 eV